Here is a structure of composition C32H29N7O4SeTl at a distorted geometry from the Open Molecules 2025 dataset. Energies are from the ωB97M-V functional and the def2-TZVPD basis.

The geometry in XYZ format:
```
74
Properties=species:S:1:pos:R:3
Tl 0.39422 -0.39311 0.45774
C 3.54251 0.22331 -1.92383
C 2.56186 -0.04511 -3.09791
C 1.83510 -1.36976 -2.99884
C 2.44517 -2.65660 -2.85934
C 1.70863 -3.81927 -2.87457
C 0.25551 -3.64996 -2.92035
C -0.28669 -2.35662 -3.03964
N 0.51387 -1.28793 -3.01416
N 3.07850 1.02159 -0.81775
C 2.80269 2.41335 -1.19200
C 1.38098 2.90418 -1.21899
C 1.01342 4.17998 -0.75430
C -0.32758 4.64032 -0.95855
C -1.26067 3.61240 -1.35661
C -0.79829 2.30830 -1.58826
N 0.49713 1.96747 -1.58554
C 3.89809 0.70654 0.34907
C 3.32692 1.33822 1.56686
C 3.59583 2.67464 1.95923
C 3.09133 3.20495 3.14244
C 2.26119 2.38048 3.92441
C 2.03812 1.09623 3.46407
N 2.62654 0.53107 2.39127
H 4.50174 0.53992 -2.33335
H 3.73707 -0.64892 -1.37327
H 3.03814 0.10828 -4.06699
H 1.69107 0.65205 -3.09844
H 3.53960 -2.63410 -2.83292
H 2.14810 -4.82349 -3.00513
H -0.34703 -4.57349 -3.06397
H -1.32808 -2.25816 -3.24767
H 3.17118 2.68675 -2.22448
H 3.27332 3.09798 -0.45266
H 1.76191 4.95243 -0.61195
H -0.60447 5.67530 -0.64394
H -2.28946 3.91401 -1.33710
H -1.44615 1.44330 -1.70880
H 4.96592 1.12421 0.11547
H 3.82999 -0.43297 0.31482
H 4.23445 3.34755 1.37604
H 3.18714 4.28615 3.23620
H 1.76580 2.75606 4.77108
H 1.28054 0.59520 4.10400
O 1.81545 -5.08640 1.99683
C 1.20125 -3.87146 1.60497
O 1.37885 -3.27032 0.53431
C 0.23825 -3.33990 2.55934
C -0.01773 -4.17133 3.64976
C -1.02361 -3.75797 4.53874
C -1.64744 -2.53531 4.32717
C -1.27462 -1.73750 3.19095
N -0.43911 -2.21935 2.27453
C -1.95289 -0.39252 2.99319
O -3.06143 -0.15392 3.69643
O -1.53910 0.43543 2.17941
H 2.42572 -5.13637 1.17599
H 0.47140 -5.14260 3.84877
H -1.43116 -4.35446 5.40068
H -2.26747 -1.99716 5.08979
H -3.24717 -0.73596 4.44565
Se -4.14543 0.25418 -4.82340
N -3.37702 -0.17716 -3.12298
C -4.30488 0.24340 -2.22092
C -4.24279 0.09795 -0.79629
C -5.47788 0.45363 -0.06429
C -6.61786 0.90696 -0.66875
C -6.70001 1.30680 -2.02136
C -5.58486 0.93355 -2.81857
N -5.55312 1.21335 -4.13005
H -3.35061 -0.25708 -0.26122
H -5.43074 0.20216 1.01442
H -7.57225 1.10111 -0.12526
H -7.57685 1.75553 -2.43926
```

LUMO = -3.69 eV
Energy relative to the best compared isomer or geometry (same formula, charge and spin) = 191.00 kJ/mol
HOMO energy = -10.33 eV
Orbital gap = 6.638 eV
Net charge = +1